# 1
This record from OMol25 describes C23H28N4O in the gas phase. The level of theory is ωB97M-V/def2-TZVPD.

```
56
Properties=species:S:1:pos:R:3
O 2.62 1.62 -0.81
C 1.29 1.48 -1.24
C 0.72 0.09 -0.99
C 0.83 -0.32 0.50
C -0.30 0.30 1.32
N -1.58 -0.28 0.95
C -2.67 0.40 1.64
C -2.88 1.78 1.10
C -2.94 2.96 1.78
C -3.08 4.00 0.84
C -3.07 3.42 -0.39
N -2.96 2.06 -0.24
C -2.90 1.18 -1.32
C -3.60 -0.02 -1.35
C -3.48 -0.85 -2.45
C -2.67 -0.44 -3.50
N -2.02 0.72 -3.50
C -2.13 1.50 -2.44
C -1.55 -1.70 1.22
C -0.44 -2.35 0.41
N 0.83 -1.75 0.75
C 1.95 -2.49 0.18
C 3.27 -1.86 0.54
C 4.17 -1.46 -0.44
C 5.37 -0.88 -0.10
C 5.69 -0.68 1.24
C 4.80 -1.07 2.22
C 3.60 -1.66 1.88
H 3.15 0.90 -1.18
H 1.21 1.72 -2.31
H 0.73 2.23 -0.68
H -0.32 0.06 -1.30
H 1.29 -0.62 -1.60
H 1.78 0.07 0.88
H -0.34 1.38 1.14
H -0.09 0.14 2.39
H -2.48 0.48 2.72
H -3.58 -0.21 1.52
H -2.89 3.07 2.85
H -3.16 5.05 1.06
H -3.18 3.86 -1.36
H -4.25 -0.30 -0.53
H -4.01 -1.78 -2.50
H -2.54 -1.04 -4.38
H -1.56 2.42 -2.48
H -2.52 -2.13 0.94
H -1.38 -1.90 2.29
H -0.40 -3.42 0.66
H -0.68 -2.26 -0.66
H 1.91 -3.50 0.61
H 1.87 -2.60 -0.92
H 3.92 -1.62 -1.48
H 6.06 -0.57 -0.87
H 6.63 -0.22 1.51
H 5.05 -0.92 3.26
H 2.90 -1.97 2.64
```

Calculated values
- ΔE to the lowest compared entry with this formula, charge and spin: 62.5 kcal/mol
- 2S+1: 1
- F_max: 0.0200 hartree/bohr
- Highest occupied orbital energy: -8.36 eV
- Structure (SMILES): OCC[C@H]1CN(Cc2cccn2-c2cccnc2)CCN1Cc1ccccc1
- Kohn-Sham gap: 9.112 eV

---

# 2
This record from OMol25 describes C23H28N4O4S in the gas phase. The level of theory is ωB97M-V/def2-TZVPD.

```
60
Properties=species:S:1:pos:R:3
C 0.72 3.75 -2.93
O 1.29 2.73 -2.14
C 0.70 2.48 -0.92
C 1.47 1.77 0.00
C 0.97 1.47 1.25
C -0.31 1.87 1.63
N -0.84 1.71 2.92
C 0.03 1.41 4.04
C -0.17 -0.03 4.56
N -0.66 -0.90 3.51
C -0.01 -2.06 3.25
O 1.04 -2.33 3.81
C -0.70 -3.00 2.29
C 0.14 -4.24 1.99
C 1.43 -3.95 1.22
C 1.21 -3.24 -0.12
C 1.44 -1.73 0.00
N 0.95 -1.03 -1.18
C 1.87 -0.78 -2.18
O 3.03 -1.11 -2.10
N 1.39 -0.14 -3.30
C 0.10 0.27 -3.42
C -0.50 0.94 -4.51
C -1.82 1.19 -4.27
S -2.36 0.62 -2.74
C -0.78 0.02 -2.39
C -0.39 -0.66 -1.19
O -1.12 -0.91 -0.25
C -1.91 -0.49 2.89
C -2.10 1.03 3.06
C -1.08 2.56 0.69
C -0.59 2.86 -0.57
H 0.60 4.67 -2.36
H -0.25 3.45 -3.35
H 1.42 3.91 -3.75
H 2.46 1.46 -0.28
H 1.59 0.91 1.93
H -0.23 2.11 4.85
H 1.07 1.59 3.77
H 0.77 -0.46 4.91
H -0.89 -0.04 5.39
H -1.65 -3.31 2.75
H -0.95 -2.48 1.36
H -0.47 -4.94 1.41
H 0.41 -4.72 2.93
H 2.09 -3.35 1.85
H 1.94 -4.91 1.05
H 0.20 -3.43 -0.47
H 1.91 -3.63 -0.87
H 2.50 -1.52 0.10
H 0.90 -1.33 0.86
H 2.07 0.09 -4.01
H 0.01 1.22 -5.41
H -2.52 1.68 -4.92
H -1.87 -0.71 1.82
H -2.76 -1.03 3.33
H -2.50 1.27 4.05
H -2.81 1.38 2.32
H -2.08 2.88 0.94
H -1.22 3.39 -1.26
```

Calculated values
- ΔE to the lowest compared entry with this formula, charge and spin: 28.7 kcal/mol
- 2S+1: 1
- F_max: 0.0203 hartree/bohr
- Highest occupied orbital energy: -7.42 eV
- Structure (SMILES): COc1ccc(N2CCN(C(=O)CCCCCn3c(=O)[nH]c4ccsc4c3=O)CC2)cc1
- Kohn-Sham gap: 7.680 eV

---

# 3
This record from OMol25 describes C23H28N4O6 in the gas phase. The level of theory is ωB97M-V/def2-TZVPD.

```
61
Properties=species:S:1:pos:R:3
C -1.95 -3.54 1.41
O -1.76 -2.32 1.26
C -2.92 -1.45 1.54
O -4.08 -1.91 1.73
C -2.53 0.10 1.40
C -3.45 0.82 1.80
C -3.25 2.44 1.90
C -1.93 2.97 1.71
C -0.88 1.82 1.22
N 0.43 2.13 0.97
C 1.38 1.58 1.44
C 1.91 0.56 0.20
O 1.41 0.46 -0.89
N 2.98 -0.07 0.39
C 3.85 -1.09 -0.46
C 5.33 -0.63 -0.73
C 6.10 -1.32 0.06
C 5.48 -2.81 0.09
C 3.89 -2.48 -0.03
C 0.71 3.31 0.22
O 2.01 3.82 0.04
C -0.32 4.04 -0.64
C -0.62 3.18 -1.82
C -1.64 2.21 -1.68
O -2.82 2.52 -1.31
N -1.27 0.96 -2.10
C -2.04 -0.26 -1.75
C -3.50 -0.32 -1.55
C -3.93 -1.64 -1.43
C -5.17 -2.34 -1.48
O -2.69 -2.17 -1.65
N -1.64 -1.69 -1.73
C -1.29 0.54 1.08
H -0.97 -4.03 1.76
H -1.94 -3.74 0.25
H -2.85 -3.85 1.84
H -4.44 0.74 2.19
H -3.89 3.04 2.20
H -1.68 3.78 1.94
H 2.39 2.03 1.84
H 1.04 0.89 2.41
H 3.67 -0.10 1.36
H 3.30 -0.95 -1.11
H 5.32 0.67 -0.65
H 5.31 -0.57 -1.77
H 7.14 -1.33 -0.27
H 6.24 -0.96 1.05
H 5.83 -3.49 0.89
H 5.71 -3.08 -0.76
H 3.47 -2.44 1.12
H 3.35 -3.03 -0.52
H 0.07 4.95 -1.16
H -1.27 4.20 -0.26
H -0.77 3.70 -3.00
H 0.43 2.58 -1.96
H -0.24 0.76 -1.83
H -4.17 0.68 -1.64
H -5.30 -2.39 -0.27
H -5.12 -3.43 -1.83
H -5.98 -1.80 -1.79
H -0.45 -0.28 0.74
```

Calculated values
- ΔE to the lowest compared entry with this formula, charge and spin: 538.0 kcal/mol
- 2S+1: 1
- F_max: 0.3730 hartree/bohr
- Highest occupied orbital energy: -8.17 eV
- Structure (SMILES): COC(=O)c1cccc(N(CC(=O)NC2CCCC2)C(=O)CCC(=O)Nc2cc(C)on2)c1
- Kohn-Sham gap: 8.429 eV

---

# 4
This record from OMol25 describes a molecular structure, C23H28N4RhTe. The level of theory is ωB97M-V/def2-TZVPD.

```
57
Properties=species:S:1:pos:R:3
Rh -0.28 -0.65 -0.60
C -1.35 -1.31 -3.27
C -0.39 -2.40 -2.78
N 0.76 -1.82 -1.99
C 1.52 -2.87 -1.23
C 0.84 -3.19 0.09
C 1.13 -4.25 0.93
C 0.42 -4.35 2.12
C -0.58 -3.44 2.45
C -0.84 -2.41 1.57
C -1.96 -1.40 1.69
N -1.79 -0.20 0.78
C -3.02 0.08 -0.07
C -3.02 -0.79 -1.34
N -1.79 -0.46 -2.12
N -0.12 -2.32 0.44
H -2.20 -1.74 -3.80
H -0.83 -0.64 -3.96
H -0.01 -2.99 -3.61
H -0.91 -3.07 -2.10
H 1.40 -1.37 -2.64
H 2.52 -2.48 -1.03
H 1.63 -3.77 -1.84
H 1.89 -4.97 0.67
H 0.64 -5.17 2.80
H -1.14 -3.54 3.37
H -2.07 -1.06 2.72
H -2.89 -1.90 1.42
H -1.62 0.61 1.37
H -2.97 1.13 -0.36
H -3.92 -0.06 0.52
H -3.92 -0.61 -1.93
H -2.99 -1.85 -1.08
H -1.91 0.50 -2.46
Te 1.70 0.71 0.68
C 0.40 1.81 1.92
C 0.46 1.49 3.27
C -0.35 2.18 4.17
C -1.21 3.16 3.71
C -1.28 3.47 2.35
C -0.47 2.79 1.45
C 2.40 2.12 -0.69
C 3.79 2.23 -0.71
C 4.38 3.20 -1.51
C 3.58 4.02 -2.30
C 2.19 3.88 -2.30
C 1.60 2.93 -1.50
H 1.15 0.73 3.64
H -0.28 1.96 5.23
H -1.83 3.70 4.41
H -1.95 4.25 2.00
H -0.51 3.07 0.40
H 4.42 1.59 -0.09
H 5.45 3.32 -1.51
H 4.04 4.78 -2.92
H 1.59 4.52 -2.93
H 0.52 2.82 -1.51
```

Calculated values
- ΔE to the lowest compared entry with this formula, charge and spin: 31.9 kcal/mol
- 2S+1: 1
- F_max: 0.0280 hartree/bohr
- Highest occupied orbital energy (spin up / spin down): -17.63 / -17.62 eV
- Kohn-Sham gap (spin up / spin down): 6.054 / 6.060 eV
- Charge: +3

---

# 5
This record from OMol25 describes a molecular structure, C23H29As2N5O10Ti. The level of theory is ωB97M-V/def2-TZVPD.

```
70
Properties=species:S:1:pos:R:3
Ti -0.56 -0.03 0.17
C 5.47 0.91 0.37
As 3.67 0.20 0.15
C 3.11 0.55 2.00
C 4.03 -1.71 0.39
C 5.34 -2.18 0.43
C 5.63 -3.52 0.65
C 4.60 -4.41 0.87
C 3.28 -3.96 0.79
C 2.98 -2.64 0.51
As 1.10 -2.19 0.09
C 0.24 -3.91 0.30
C 1.39 -2.29 -1.85
H 5.96 0.48 1.24
H 5.36 1.99 0.52
H 6.06 0.74 -0.52
H 3.83 0.12 2.70
H 2.13 0.14 2.19
H 3.06 1.63 2.14
H 6.16 -1.49 0.30
H 6.66 -3.86 0.67
H 4.80 -5.46 1.08
H 2.49 -4.68 0.97
H 0.77 -4.67 -0.27
H 0.16 -4.18 1.35
H -0.77 -3.80 -0.10
H 1.96 -3.20 -2.08
H 1.95 -1.42 -2.17
H 0.43 -2.30 -2.36
O -6.72 -1.92 2.42
N -6.77 -0.78 2.00
O -7.80 -0.15 1.83
C -5.50 -0.15 1.60
C -4.31 -0.79 1.89
C -3.14 -0.22 1.49
C -3.10 0.96 0.65
O -2.01 1.26 0.07
C -4.34 1.59 0.45
C -5.52 1.04 0.91
N -4.47 2.83 -0.36
O -3.48 3.31 -0.84
O -5.60 3.27 -0.51
N -1.86 -0.88 1.71
O -0.78 -0.10 2.07
O -1.77 -2.14 1.73
H -4.31 -1.71 2.45
H -6.46 1.54 0.71
C 1.46 2.93 -2.06
O 1.26 2.58 -0.67
C 0.70 1.43 -0.41
O 0.32 0.74 -1.40
H 2.04 2.16 -2.56
H 0.50 3.04 -2.55
H 2.00 3.87 -2.04
N -1.73 -1.29 -1.15
C -2.74 -1.85 -1.24
N -3.91 -2.44 -1.35
C -4.06 -3.82 -0.82
C -5.51 -4.02 -0.47
O -6.34 -3.74 -1.58
C -6.25 -2.38 -1.95
C -4.85 -2.03 -2.41
H -3.42 -3.92 0.06
H -3.75 -4.53 -1.59
H -5.79 -3.38 0.38
H -5.68 -5.06 -0.19
H -6.53 -1.74 -1.10
H -6.95 -2.21 -2.76
H -4.75 -0.96 -2.57
H -4.61 -2.57 -3.33
```

Calculated values
- ΔE to the lowest compared entry with this formula, charge and spin: 12.2 kcal/mol
- 2S+1: 3
- F_max: 0.0246 hartree/bohr
- Highest occupied orbital energy (spin up / spin down): -7.54 / -8.49 eV
- Kohn-Sham gap (spin up / spin down): 7.141 / 7.455 eV

---

# 6
This record from OMol25 describes a molecular structure, C23H29AsN3S5Si2Tc. The level of theory is ωB97M-V/def2-TZVPD.

```
64
Properties=species:S:1:pos:R:3
Tc 0.13 -1.09 -0.56
C -2.97 3.22 0.28
Si -1.20 3.13 0.72
C 0.06 4.34 0.15
C -0.72 2.17 2.20
C -1.39 2.54 3.38
C -0.97 2.04 4.61
C 0.10 1.17 4.66
C 0.76 0.79 3.50
C 0.36 1.28 2.25
Si 1.18 0.50 0.74
C -1.12 -1.48 1.15
C 3.00 0.86 0.98
H -3.52 3.70 1.09
H -3.37 2.21 0.16
H -3.13 3.79 -0.64
H -0.30 4.92 -0.69
H 0.99 3.83 -0.13
H 0.29 5.01 0.98
H -2.23 3.24 3.35
H -1.49 2.34 5.51
H 0.44 0.79 5.62
H 1.58 0.08 3.57
H -0.71 -1.23 2.14
H -1.34 -2.56 1.17
H -2.08 -0.96 1.09
H 3.40 0.17 1.74
H 3.16 1.87 1.35
H 3.58 0.70 0.07
S -1.70 -3.15 -4.66
As 0.23 -2.60 -4.82
S 0.82 -0.93 -2.85
S 1.41 0.30 -4.33
S 0.26 -0.39 -5.84
C 4.41 -5.55 1.27
C 3.44 -4.48 0.87
C 3.57 -3.77 -0.33
C 2.68 -2.78 -0.66
N 1.63 -2.44 0.13
C 1.52 -3.10 1.30
C 2.38 -4.10 1.69
H 4.90 -5.99 0.40
H 3.92 -6.33 1.84
H 5.19 -5.12 1.90
H 4.38 -3.99 -1.01
H 2.79 -2.23 -1.57
H 0.70 -2.81 1.95
H 2.21 -4.60 2.63
N -3.18 -1.98 -0.79
C -2.89 -0.84 -1.42
N -1.73 -0.20 -1.38
C -1.81 1.00 -2.11
C -0.76 1.89 -2.35
C -1.00 3.00 -3.16
C -2.25 3.24 -3.71
C -3.30 2.36 -3.47
C -3.06 1.25 -2.69
S -4.16 -0.04 -2.30
H -2.46 -2.54 -0.37
H -4.07 -2.42 -0.94
H 0.23 1.65 -1.99
H -0.18 3.67 -3.40
H -2.40 4.11 -4.35
H -4.27 2.53 -3.92
```

Calculated values
- ΔE to the lowest compared entry with this formula, charge and spin: 80.4 kcal/mol
- 2S+1: 1
- F_max: 0.0382 hartree/bohr
- Highest occupied orbital energy (spin up / spin down): -12.45 / -12.45 eV
- Kohn-Sham gap (spin up / spin down): 5.316 / 5.319 eV
- Charge: +2

---

# 7
This record from OMol25 describes 2 unconnected molecules or ions with the total composition C23H29BrFN3O4. The level of theory is ωB97M-V/def2-TZVPD.

```
61
Properties=species:S:1:pos:R:3
C 1.25 2.01 -0.74
C 0.10 2.80 -0.12
N -0.64 3.48 -1.18
C -1.00 4.81 -1.17
O -0.60 5.52 -0.25
C -1.81 5.39 -2.26
C -2.51 4.55 -3.16
C -3.28 5.08 -4.19
F -3.94 4.26 -5.04
C -3.37 6.47 -4.35
C -2.69 7.31 -3.47
C -1.92 6.78 -2.43
O -1.28 7.66 -1.60
C -0.82 1.89 0.66
C -0.80 1.90 2.06
C -1.62 1.04 2.79
C -2.49 0.16 2.13
Br -3.61 -1.02 3.13
C -2.53 0.16 0.73
C -1.70 1.01 0.00
H 1.84 1.53 0.04
H 1.90 2.67 -1.32
H 0.86 1.23 -1.41
H 0.54 3.54 0.57
H -0.92 2.93 -1.98
H -2.49 3.47 -3.07
H -3.97 6.88 -5.15
H -2.75 8.39 -3.58
H -0.87 7.14 -0.87
H -0.13 2.58 2.59
H -1.60 1.05 3.88
H -3.20 -0.53 0.22
H -1.74 0.97 -1.08
C 3.69 -5.26 -0.42
N 2.63 -4.61 -1.19
C 1.45 -4.09 -0.84
O 0.78 -3.63 -1.75
C 0.84 -4.08 0.59
N 0.85 -5.37 1.32
C 1.71 -5.98 2.14
C 2.82 -5.23 2.87
O 1.59 -7.17 2.36
C 1.17 -2.83 1.44
C 0.98 -1.52 0.66
C 0.26 -2.74 2.67
H 3.29 -6.11 0.15
H 4.17 -4.54 0.24
H 4.44 -5.65 -1.10
H 2.80 -4.53 -2.18
H -0.22 -3.94 0.36
H 0.12 -6.01 1.04
H 2.39 -4.61 3.65
H 3.40 -4.63 2.19
H 3.48 -5.97 3.33
H 2.20 -2.86 1.76
H -0.03 -1.47 0.25
H 1.69 -1.47 -0.17
H 1.15 -0.67 1.31
H 0.35 -3.63 3.29
H 0.54 -1.87 3.28
H -0.78 -2.63 2.37
```

Calculated values
- 2S+1: 1
- F_max: 0.0393 hartree/bohr
- Highest occupied orbital energy: -8.79 eV
- Structure (SMILES): C[C@@H](NC(=O)c1cc(F)ccc1O)c1ccc(Br)cc1.CNC(=O)[C@@H](NC(C)=O)C(C)C
- Kohn-Sham gap: 9.008 eV

---

# 8
This record from OMol25 describes a molecular structure, C23H29BrN3P2RuS. The level of theory is ωB97M-V/def2-TZVPD.

```
60
Properties=species:S:1:pos:R:3
Ru 0.00 0.07 -0.75
Br 4.01 2.23 5.36
C 2.82 1.35 4.17
C 3.13 1.26 2.81
C 2.25 0.65 1.96
C 1.02 0.10 2.41
C 0.75 0.17 3.80
C 1.63 0.79 4.66
N 0.19 -0.41 1.48
C -0.82 -1.27 1.77
C -1.65 -1.77 0.77
C -2.70 -2.69 1.02
C -3.45 -3.19 -0.01
C -3.15 -2.81 -1.33
C -2.13 -1.90 -1.52
N -1.43 -1.38 -0.53
H 4.06 1.67 2.44
H 2.49 0.53 0.91
H -0.15 -0.24 4.21
H 1.42 0.85 5.71
H -0.94 -1.63 2.78
H -2.90 -2.99 2.04
H -4.27 -3.87 0.17
H -3.69 -3.21 -2.17
H -1.84 -1.58 -2.52
C 2.47 2.97 -0.49
P 0.96 2.22 -1.18
C 1.22 2.34 -2.98
C -0.31 3.52 -0.89
C -1.64 3.08 -1.49
P -2.00 1.36 -0.93
C -3.50 0.93 -1.87
C -2.65 1.57 0.77
H 2.64 3.93 -0.97
H 3.32 2.32 -0.69
H 2.36 3.11 0.58
H 1.21 3.38 -3.29
H 0.45 1.79 -3.52
H 2.19 1.90 -3.23
H 0.04 4.46 -1.33
H -0.41 3.67 0.19
H -1.59 3.07 -2.58
H -2.46 3.74 -1.20
H -4.21 1.75 -1.77
H -3.95 0.02 -1.48
H -3.27 0.79 -2.93
H -3.40 2.35 0.79
H -1.84 1.82 1.46
H -3.10 0.63 1.09
S 2.49 -0.36 -1.61
C 2.24 -2.04 -1.29
C 3.27 -2.98 -1.22
C 2.92 -4.29 -0.98
C 1.57 -4.62 -0.84
C 0.62 -3.61 -0.92
N 0.95 -2.34 -1.12
H 4.29 -2.66 -1.34
H 3.68 -5.05 -0.90
H 1.26 -5.64 -0.67
H -0.43 -3.84 -0.82
```

Calculated values
- 2S+1: 2
- F_max: 0.1020 hartree/bohr
- Highest occupied orbital energy (spin up / spin down): -13.69 / -13.70 eV
- Kohn-Sham gap (spin up / spin down): 6.089 / 5.937 eV
- Charge: +2